[1]
{
  "formula": "C20H27N3O5S",
  "method": "ωB97M-V/def2-TZVPD",
  "smiles": "CCOCCCNC(=O)c1cn(C)c2ccc(S(=O)(=O)N3CCCC3)cc2c1=O",
  "lumo_ev": 0.00,
  "de_lowest_kcal_mol": 68.6,
  "charge": 0,
  "gap_ha": 0.3205,
  "homo_ev": -8.72,
  "spin_multiplicity": 1,
  "energy_ha": -1716.9906,
  "elements": ["C", "C", "O", "C", "C", "C", "N", "C", "O", "C", "C", "N", "C", "C", "C", "C", "C", "S", "O", "O", "N", "C", "C", "C", "C", "C", "C", "C", "O", "H", "H", "H", "H", "H", "H", "H", "H", "H", "H", "H", "H", "H", "H", "H", "H", "H", "H", "H", "H", "H", "H", "H", "H", "H", "H", "H"],
  "coordinates": [[-1.87867, -2.03041, 2.18940], [-3.35227, -2.30361, 1.93474], [-3.92479, -1.16518, 1.32557], [-5.25909, -1.33196, 0.90187], [-5.39087, -2.02933, -0.45995], [-5.05008, -1.08101, -1.61506], [-3.75860, -0.47151, -1.43568], [-3.62992, 0.79949, -1.02790], [-4.54495, 1.60986, -1.00141], [-2.24410, 1.19470, -0.61958], [-2.09129, 2.48663, -0.22344], [-0.94616, 3.03190, 0.22969], [-0.91621, 4.42745, 0.60251], [0.17307, 2.24356, 0.35591], [1.38247, 2.75558, 0.85596], [2.48260, 1.94081, 0.98527], [2.40210, 0.60089, 0.62856], [3.87221, -0.40309, 0.80278], [4.56055, -0.00723, 1.99692], [3.51728, -1.78581, 0.64805], [4.74985, 0.19363, -0.50935], [4.41412, -0.47880, -1.75089], [5.38778, -1.65624, -1.82471], [6.67390, -1.07952, -1.22034], [6.19784, 0.11748, -0.37045], [1.23552, 0.07805, 0.13466], [0.10528, 0.88663, -0.01835], [-1.12169, 0.28377, -0.56770], [-1.13951, -0.89014, -0.93478], [-1.43000, -2.86937, 2.71361], [-1.36331, -1.88478, 1.24483], [-1.76712, -1.13111, 2.78933], [-3.45716, -3.18758, 1.28960], [-3.87696, -2.51422, 2.88194], [-5.82455, -1.89030, 1.66276], [-5.66969, -0.32076, 0.83227], [-6.41394, -2.38668, -0.58322], [-4.72221, -2.89191, -0.49015], [-5.78018, -0.26854, -1.66027], [-5.06496, -1.63014, -2.56257], [-2.94557, -1.07290, -1.32768], [-2.96001, 3.13028, -0.27574], [-0.67143, 4.53885, 1.66052], [-1.89620, 4.86423, 0.42524], [-0.17983, 4.96898, 0.00576], [1.45933, 3.78982, 1.14743], [3.41593, 2.31248, 1.37574], [4.57202, 0.22329, -2.57549], [3.36998, -0.78454, -1.72806], [5.00222, -2.46223, -1.20118], [5.52534, -2.02119, -2.84037], [7.19717, -1.81628, -0.61487], [7.34916, -0.73725, -2.00468], [6.62487, 1.05682, -0.73368], [6.43074, 0.01447, 0.68855], [1.16999, -0.96603, -0.13193]]
}

=====

[2]
{
  "formula": "C20H27N3O6",
  "method": "ωB97M-V/def2-TZVPD",
  "smiles": "COCCOc1cc2ncnc(N3CCC(C(=O)O)CC3)c2cc1OCCOC",
  "lumo_ev": 0.60,
  "de_lowest_kcal_mol": 40.1,
  "charge": 0,
  "gap_ha": 0.3067,
  "homo_ev": -7.75,
  "spin_multiplicity": 1,
  "energy_ha": -1394.0063,
  "elements": ["C", "O", "C", "C", "O", "C", "C", "C", "N", "C", "N", "C", "N", "C", "C", "C", "C", "O", "O", "C", "C", "C", "C", "C", "O", "C", "C", "O", "C", "H", "H", "H", "H", "H", "H", "H", "H", "H", "H", "H", "H", "H", "H", "H", "H", "H", "H", "H", "H", "H", "H", "H", "H", "H", "H", "H"],
  "coordinates": [[-4.43347, -0.38832, -1.74710], [-3.65713, 0.76564, -1.98450], [-4.23117, 1.96819, -1.55124], [-4.49809, 2.01968, -0.02753], [-3.58262, 1.23557, 0.70031], [-2.25426, 1.49462, 0.57394], [-1.70519, 2.71840, 0.30022], [-0.30929, 2.88064, 0.22560], [0.18649, 4.13096, 0.07798], [1.48303, 4.24237, 0.13096], [2.37711, 3.25951, 0.15823], [1.93047, 2.00820, 0.17545], [2.86531, 1.02924, 0.05922], [2.66683, -0.22135, -0.63639], [3.25387, -1.37200, 0.18183], [4.73569, -1.11087, 0.46630], [5.57404, -1.28888, -0.78473], [5.17860, -1.67654, -1.85093], [6.86246, -0.99570, -0.56589], [4.92897, 0.28858, 1.06768], [4.26809, 1.35234, 0.19071], [0.53403, 1.74850, 0.35850], [-0.04242, 0.51380, 0.71737], [-1.40256, 0.37676, 0.82249], [-2.05582, -0.76936, 1.15613], [-1.33172, -1.97434, 1.20089], [-2.34013, -3.11763, 1.24832], [-2.78831, -3.37782, -0.05919], [-3.83177, -4.31432, -0.10749], [-3.92190, -1.20259, -2.25628], [-5.44474, -0.27328, -2.15725], [-4.49259, -0.62111, -0.68068], [-5.18156, 2.16375, -2.07374], [-3.50565, 2.73341, -1.83595], [-4.50145, 3.06447, 0.30773], [-5.47030, 1.57803, 0.20683], [-2.30927, 3.60046, 0.16461], [1.89368, 5.24471, 0.10792], [1.61163, -0.37907, -0.84950], [3.19582, -0.17814, -1.59842], [3.14315, -2.30311, -0.37461], [2.72294, -1.46263, 1.13134], [5.11327, -1.85316, 1.17973], [7.38143, -1.13499, -1.37376], [5.99179, 0.50274, 1.17619], [4.46776, 0.31094, 2.05659], [4.35109, 2.34001, 0.64309], [4.74870, 1.37953, -0.79645], [0.59823, -0.31618, 0.96302], [-0.71338, -2.09182, 0.30232], [-0.69174, -2.00685, 2.09453], [-3.18046, -2.82308, 1.89327], [-1.86721, -4.01727, 1.67418], [-3.51904, -5.28117, 0.30784], [-4.71037, -3.96200, 0.44706], [-4.09091, -4.43748, -1.15679]]
}

=====

[3]
{
  "formula": "C20H27N4O7",
  "method": "ωB97M-V/def2-TZVPD",
  "lumo_ev": -0.65,
  "de_lowest_kcal_mol": 22.8,
  "charge": -1,
  "gap_ha": 0.0987,
  "homo_ev": -3.33,
  "spin_multiplicity": 1,
  "energy_ha": -1523.7514,
  "elements": ["C", "C", "O", "C", "C", "C", "O", "C", "C", "C", "C", "C", "C", "C", "C", "C", "C", "O", "H", "H", "H", "H", "H", "H", "H", "H", "H", "H", "H", "H", "H", "H", "H", "H", "H", "H", "H", "H", "H", "H", "H", "H", "H", "O", "N", "C", "C", "C", "N", "O", "O", "N", "C", "N", "C", "O", "H", "H"],
  "coordinates": [[3.70977, 0.82992, 0.26127], [2.39068, 1.49675, 0.01133], [1.46506, 0.95610, 0.96774], [0.24407, 1.53948, 0.93167], [-0.50715, 1.14647, 2.11024], [-1.74840, 1.78814, 2.43040], [-2.51458, 1.27643, 3.27039], [-2.17402, 3.09866, 1.78709], [-3.06266, 2.95338, 0.55507], [-4.34903, 2.11867, 0.71190], [-4.32776, 0.73252, 0.04052], [-4.37439, -0.46952, 0.99952], [-3.44655, -1.62428, 0.59419], [-1.97004, -1.37948, 0.94261], [-1.63841, -1.61624, 2.41400], [-0.17604, -1.30392, 2.74928], [0.11203, 0.16987, 3.06194], [-0.08095, 2.27143, -0.00020], [4.46305, 1.25118, -0.41019], [4.05764, 0.95184, 1.29112], [3.65373, -0.24380, 0.06194], [2.47913, 2.58085, 0.14727], [2.01543, 1.27832, -0.99611], [-2.72683, 3.68069, 2.53315], [-1.26726, 3.62806, 1.48121], [-3.36816, 3.97347, 0.28248], [-2.42998, 2.58908, -0.26414], [-4.59790, 2.03164, 1.77713], [-5.16010, 2.69162, 0.23508], [-5.22832, 0.66707, -0.58943], [-3.46899, 0.65236, -0.64142], [-4.13515, -0.14889, 2.02446], [-5.40689, -0.84891, 1.01543], [-3.79118, -2.53350, 1.10467], [-3.51928, -1.79904, -0.48788], [-1.34138, -2.04325, 0.32611], [-1.67381, -0.35205, 0.67145], [-2.30842, -1.01357, 3.04525], [-1.82921, -2.67734, 2.63963], [0.09939, -1.87214, 3.64654], [0.47263, -1.62190, 1.92064], [1.20059, 0.30992, 3.05868], [-0.27303, 0.38818, 4.06667], [4.36584, -2.28830, -0.59507], [4.95965, -1.55862, -1.42560], [4.18231, -0.93919, -2.46252], [2.91562, -1.48892, -2.70281], [2.74152, -1.80557, -4.04467], [2.09868, -2.92912, -4.54481], [1.23461, -3.65648, -4.08875], [2.68663, -3.21241, -5.82495], [3.65694, -2.27192, -6.13601], [3.71860, -1.44794, -5.04465], [4.76108, -0.65169, -4.78288], [4.96361, -0.34974, -3.52337], [6.19853, -1.36708, -1.41991], [2.24379, -1.83226, -1.92508], [5.80529, 0.29500, -3.25762]]
}

=====

[4]
{
  "formula": "C20H27NO2",
  "method": "ωB97M-V/def2-TZVPD",
  "smiles": "CCCCCCCNC=C1C(=O)CC(c2ccccc2)CC1=O",
  "lumo_ev": 0.62,
  "de_lowest_kcal_mol": 4.1,
  "charge": 0,
  "gap_ha": 0.3402,
  "homo_ev": -8.64,
  "spin_multiplicity": 1,
  "energy_ha": -983.5696,
  "elements": ["C", "C", "C", "C", "C", "C", "C", "N", "C", "C", "C", "O", "C", "C", "C", "C", "C", "C", "C", "C", "C", "C", "O", "H", "H", "H", "H", "H", "H", "H", "H", "H", "H", "H", "H", "H", "H", "H", "H", "H", "H", "H", "H", "H", "H", "H", "H", "H", "H", "H"],
  "coordinates": [[-2.61351, -3.53064, 0.26126], [-2.89327, -2.18458, -0.39641], [-4.37042, -1.80871, -0.28976], [-4.75721, -0.57640, -1.11111], [-3.96891, 0.69086, -0.77811], [-4.19577, 1.18534, 0.64897], [-3.24798, 2.33557, 1.00465], [-1.88859, 1.87135, 1.01513], [-0.95813, 2.20140, 0.14974], [0.28918, 1.59779, 0.06776], [0.60619, 0.46996, 0.91171], [-0.18398, 0.01966, 1.74274], [1.95642, -0.18001, 0.72259], [3.01233, 0.82734, 0.26911], [4.36968, 0.18330, 0.13665], [4.58650, -0.86571, -0.74937], [5.83545, -1.44784, -0.86431], [6.89082, -0.99048, -0.09373], [6.68728, 0.05278, 0.79184], [5.43594, 0.63319, 0.90423], [2.55722, 1.45098, -1.04939], [1.21134, 2.13495, -0.92695], [0.92096, 3.07889, -1.64094], [-2.88834, -3.50321, 1.31339], [-3.18399, -4.32160, -0.22156], [-1.55667, -3.77676, 0.19224], [-2.27539, -1.42654, 0.08783], [-2.60804, -2.22856, -1.45035], [-4.62879, -1.65707, 0.75995], [-4.97059, -2.64946, -0.64732], [-5.82299, -0.38143, -0.96748], [-4.60399, -0.80233, -2.16907], [-2.90611, 0.49996, -0.93331], [-4.26412, 1.47775, -1.47680], [-5.22694, 1.52170, 0.76596], [-4.02349, 0.37229, 1.35495], [-3.49811, 2.72299, 1.99825], [-3.34073, 3.14662, 0.27756], [-1.63596, 1.08063, 1.62159], [-1.16965, 3.00705, -0.54685], [2.24418, -0.66434, 1.65818], [1.84017, -0.96609, -0.02962], [3.07736, 1.62126, 1.02247], [3.77534, -1.23603, -1.35959], [5.98608, -2.26199, -1.55837], [7.86611, -1.44542, -0.18368], [7.50440, 0.41659, 1.39749], [5.28533, 1.44821, 1.59828], [3.28406, 2.17962, -1.41390], [2.45931, 0.67719, -1.81655]]
}

=====

[5]
{
  "formula": "C20H27NOPt",
  "method": "ωB97M-V/def2-TZVPD",
  "s2": 2.041,
  "lumo_ev": [5.02, 5.00],
  "de_lowest_kcal_mol": 0.0,
  "charge": -2,
  "gap_ha": [0.1415, 0.1658],
  "homo_ev": [1.17, 0.49],
  "spin_multiplicity": 3,
  "energy_ha": -1027.3970,
  "elements": ["C", "C", "C", "C", "C", "Pt", "C", "C", "C", "N", "H", "H", "H", "H", "H", "H", "H", "H", "H", "H", "C", "C", "C", "C", "C", "C", "C", "C", "C", "C", "C", "C", "O", "H", "H", "H", "H", "H", "H", "H", "H", "H", "H", "H", "H", "H", "H", "H", "H", "H"],
  "coordinates": [[0.76714, -1.40849, -3.85754], [2.11602, -0.79035, -3.77522], [1.92933, 0.55375, -3.24306], [0.54799, 0.76530, -3.04611], [-0.15801, -0.46154, -3.26782], [1.53240, -1.38740, -1.81878], [1.95880, -1.72624, 0.07651], [0.97699, -2.89715, 0.00008], [1.29348, -4.19265, 0.29235], [-0.14235, -2.44541, -0.61539], [2.71514, 1.29737, -3.12532], [3.03028, -1.24103, -4.15297], [0.06181, 1.69839, -2.77480], [-1.23337, -0.60078, -3.19510], [0.51759, -2.32810, -4.38166], [3.00379, -2.00557, 0.25356], [-0.79921, -3.11201, -1.05208], [1.60534, -0.85089, 0.64523], [2.13250, -4.40336, 0.94954], [0.76622, -5.01964, -0.19114], [-3.80117, -1.26423, 0.95322], [-2.91566, -0.20432, 0.40887], [-3.13802, 0.19565, -0.99096], [-2.03348, 0.44595, 1.27477], [-2.22472, 0.48230, 2.67686], [-1.33859, 1.13763, 3.51008], [-0.14078, 1.67761, 3.02008], [0.18268, 1.59439, 1.68611], [1.52224, 2.08039, 1.12671], [1.47614, 3.56119, 0.75463], [2.68564, 1.80933, 2.08138], [-0.82555, 1.14221, 0.75095], [-0.63855, 1.31502, -0.48021], [-4.60146, -0.85569, 1.58181], [-3.24645, -1.96798, 1.58270], [-4.27299, -1.83564, 0.15021], [-0.63824, -1.61535, -0.24296], [-3.93662, 0.95055, -1.05983], [-2.24656, 0.65611, -1.42583], [-3.45806, -0.65127, -1.60972], [-3.10749, -0.00314, 3.10097], [-1.54871, 1.22355, 4.57260], [0.56707, 2.14757, 3.70151], [1.70964, 1.51932, 0.19683], [1.26276, 4.16718, 1.64215], [2.43256, 3.88994, 0.33321], [0.68984, 3.73218, 0.01483], [2.73204, 0.75069, 2.35873], [3.64249, 2.07049, 1.61384], [2.58814, 2.40420, 2.99620]]
}